{
  "formula": "C22H26PSe2Si2V",
  "method": "the ωB97M-V functional and the def2-TZVPD basis",
  "elements": ["V", "Se", "P", "Se", "C", "C", "C", "C", "C", "C", "C", "C", "C", "C", "C", "C", "H", "H", "H", "H", "H", "H", "H", "H", "H", "H", "C", "Si", "C", "C", "C", "C", "C", "C", "C", "Si", "C", "C", "H", "H", "H", "H", "H", "H", "H", "H", "H", "H", "H", "H", "H", "H", "H", "H"],
  "positions_angstrom": [[0.84239, -0.20385, 1.86591], [0.89517, -0.04754, 4.05270], [2.98118, -0.59233, 0.76106], [1.28732, -1.10552, -0.51975], [4.02485, -2.06694, 1.00448], [4.29443, -2.97118, -0.01858], [5.11117, -4.06592, 0.21629], [5.66028, -4.26831, 1.47678], [5.38393, -3.37836, 2.50355], [4.56519, -2.28121, 2.26927], [4.11357, 0.60252, -0.02062], [4.69561, 1.57244, 0.79059], [5.57996, 2.49724, 0.25102], [5.87741, 2.46299, -1.10312], [5.28646, 1.50659, -1.91981], [4.40722, 0.58056, -1.38089], [3.84195, -2.82358, -0.99200], [5.31313, -4.76867, -0.58271], [6.29269, -5.12824, 1.66018], [5.79382, -3.54363, 3.49201], [4.31797, -1.59899, 3.07481], [4.43792, 1.60957, 1.84308], [6.02565, 3.25176, 0.88696], [6.56037, 3.18914, -1.52645], [5.50605, 1.48820, -2.98018], [3.92621, -0.15339, -2.01689], [-1.77163, -2.60304, 2.78927], [-1.51679, -1.02439, 1.76535], [-2.25891, -1.45863, 0.06628], [-2.68616, 0.31814, 2.43833], [-3.98066, 0.07618, 2.89880], [-4.79298, 1.11302, 3.33900], [-4.31884, 2.41865, 3.31119], [-3.03552, 2.67484, 2.84614], [-2.20523, 1.64030, 2.41325], [-0.44786, 1.90218, 1.74035], [0.29888, 3.39524, 2.64097], [-0.67443, 2.50510, -0.05106], [-2.80124, -2.96674, 2.70258], [-1.54808, -2.41363, 3.84006], [-1.10580, -3.39701, 2.44130], [-3.30725, -1.75917, 0.16449], [-1.71060, -2.28023, -0.40317], [-2.21957, -0.60061, -0.60982], [-4.36261, -0.94072, 2.92513], [-5.79232, 0.90609, 3.70606], [-4.94741, 3.23231, 3.65607], [-2.67380, 3.69910, 2.83378], [-0.27744, 4.30824, 2.45567], [1.32228, 3.56882, 2.29787], [0.33320, 3.20648, 3.71483], [-1.28169, 3.41638, -0.07566], [-1.17086, 1.74717, -0.66097], [0.29160, 2.72129, -0.51506]],
  "forces_ev_per_a": [[-0.3, -0.1, 0.2], [0.0, 0.0, -0.1], [0.0, 0.0, -0.1], [0.1, 0.0, 0.1], [0.1, 0.0, 0.1], [0.0, 0.0, 0.0], [0.0, 0.0, 0.0], [0.0, 0.0, 0.0], [0.0, 0.0, 0.0], [0.0, 0.0, 0.0], [0.0, 0.0, -0.1], [0.0, 0.0, 0.0], [0.0, 0.0, 0.0], [0.0, 0.0, 0.0], [0.0, 0.0, 0.0], [0.0, 0.0, 0.0], [0.0, 0.0, 0.0], [0.0, 0.0, 0.0], [0.0, 0.0, 0.0], [0.0, 0.0, 0.0], [0.0, 0.0, 0.0], [0.0, 0.0, 0.0], [0.0, 0.0, 0.0], [0.0, 0.0, 0.0], [0.0, 0.0, 0.0], [0.0, 0.0, 0.0], [0.0, 0.0, 0.0], [0.0, 0.1, 0.0], [0.0, 0.0, 0.0], [0.1, 0.0, 0.0], [0.0, 0.0, 0.0], [0.0, 0.0, 0.0], [0.0, 0.0, 0.0], [0.0, 0.0, 0.0], [0.0, -0.1, 0.0], [0.1, 0.0, 0.1], [0.0, 0.0, 0.0], [0.0, 0.0, 0.0], [0.0, 0.0, 0.0], [0.0, 0.0, 0.0], [0.0, 0.0, 0.0], [0.0, 0.0, 0.0], [0.0, 0.0, 0.0], [0.0, 0.0, 0.0], [0.0, 0.0, 0.0], [0.0, 0.0, 0.0], [0.0, 0.0, 0.0], [0.0, 0.0, 0.0], [0.0, 0.0, 0.0], [0.0, 0.0, 0.0], [0.0, 0.0, 0.0], [0.0, 0.0, 0.0], [0.0, 0.0, 0.0], [0.0, 0.0, 0.0]],
  "lumo_ev": [2.60, 2.61],
  "total_energy_ev": -204664.1664,
  "s2": 0.827,
  "multiplicity": 2,
  "de_lowest_ev": 0.0000,
  "charge": -1
}